192
Properties=species:S:1:pos:R:3:forces:R:3:mulliken_charge:R:1 method="wB97M-V/def2-TZVPD" total_energy_ha=-3655.53076 e_above_lowest_kj_mol=843.0 e_lumo_ev=0.124 fmax_ev_per_a=8.469 homo_ev=-8.36
C -1.12609 1.53144 -5.56890 -2.3 -0.1 -5.2 0.60
O -2.04051 1.41930 -6.38571 -0.6 -0.7 -0.3 -0.79
N 0.10550 1.44065 -5.90347 5.4 -1.4 -3.1 -0.23
N -1.29274 1.94898 -4.41106 -2.0 2.4 7.9 0.22
H 0.24226 1.16973 -6.86679 0.3 0.0 0.2 0.21
H 0.94157 1.65831 -5.38028 -0.4 -0.1 0.2 0.07
H -0.50626 2.15661 -3.81237 -0.5 0.1 0.1 -0.30
H -2.23228 2.22844 -4.16764 0.3 -0.1 0.3 0.11
C 2.77856 1.37203 -3.23219 0.7 -1.4 -2.8 0.37
O 3.37174 0.79152 -4.15118 0.7 0.9 0.1 -0.77
N 2.57629 2.66368 -3.11918 0.8 4.2 -1.6 -0.13
N 2.11464 0.73078 -2.34599 -1.1 -2.4 2.5 0.84
H 1.97202 3.12292 -2.45280 0.7 -0.5 -0.3 -0.53
H 3.02123 3.22866 -3.82835 -0.2 0.1 0.2 0.25
H 1.41485 1.26661 -1.85277 -0.1 -1.1 0.8 -0.32
H 2.33304 -0.25527 -2.33485 -1.0 -0.1 0.5 -0.44
C 5.98510 -2.46589 -2.18455 -2.0 -0.6 -0.5 0.53
O 5.75955 -2.89149 -3.30523 -0.8 -0.4 -0.7 -0.83
N 5.03391 -2.20013 -1.24471 -1.3 -0.2 -0.1 -0.03
N 7.19106 -2.23483 -1.79064 2.6 0.6 1.4 -0.40
H 5.23315 -2.07186 -0.26290 0.0 0.0 -0.3 0.27
H 4.09963 -2.49533 -1.48986 0.1 0.2 0.2 -0.36
H 7.23441 -1.91103 -0.83493 1.3 0.1 -0.4 0.16
H 7.92882 -2.41619 -2.45616 0.2 0.3 0.6 0.27
C 4.99350 -2.12152 -6.66507 -0.7 1.2 -4.9 0.64
O 4.82080 -1.60855 -7.76827 0.2 -0.1 -0.5 -0.76
N 4.47478 -1.75295 -5.58396 -3.8 3.9 6.1 -0.03
N 5.64427 -3.19581 -6.38296 4.1 -5.4 -0.4 -0.29
H 3.84971 -0.96590 -5.48427 0.4 0.2 -0.2 0.08
H 4.84494 -2.15200 -4.73316 -0.5 0.5 0.1 0.14
H 5.93164 -3.86847 -7.07942 0.1 0.5 0.1 0.19
H 5.72429 -3.43201 -5.40424 0.2 -0.5 -0.5 0.15
C 2.21501 -3.14852 -3.02106 0.4 0.3 0.4 -0.62
O 1.56327 -2.18474 -2.19494 1.1 -0.2 -0.9 0.66
C 0.45004 -2.67129 -1.49608 -1.1 1.0 0.5 0.41
C -0.86210 -1.99932 -1.98961 1.3 1.4 1.4 -0.75
N -0.90469 -0.53730 -1.75107 -1.0 -0.7 -1.6 0.32
C -1.10696 -0.08127 -0.41826 0.1 1.2 0.1 1.96
C -1.27667 1.45670 -0.41518 2.2 -0.8 0.5 -1.44
O 0.06784 1.94083 -0.76745 -1.3 -0.5 -1.3 1.75
C 0.33209 3.33808 -0.70151 -0.4 -1.1 0.9 -0.76
H 1.55397 -3.39377 -3.85232 0.3 -0.6 0.0 0.30
H 2.58715 -3.95274 -2.38638 -0.8 -0.9 -0.1 0.32
H 3.17913 -2.79743 -3.38889 -0.4 0.8 -0.4 -0.35
H 0.68435 -2.34613 -0.48244 -0.6 -0.3 0.5 -0.48
H 0.25796 -3.74419 -1.50622 0.6 -0.3 -0.2 0.23
H -1.65875 -2.34400 -1.33033 -0.3 -0.6 -0.5 -0.08
H -0.96481 -2.25508 -3.04419 -0.5 0.2 0.0 0.53
H -0.33810 0.07356 -2.32197 0.1 -0.5 0.1 -0.26
H -0.23933 -0.39414 0.16264 -0.3 0.3 0.9 -1.55
H -2.03340 -0.41007 0.05258 0.0 -0.8 -0.1 -0.46
H -1.45559 1.85547 0.58336 -0.3 -0.2 0.2 0.45
H -2.10059 1.72042 -1.07828 0.3 0.4 -0.4 0.37
H 0.92311 3.65097 -1.56226 -0.5 0.3 0.3 0.03
H 0.93621 3.37014 0.20519 -0.1 1.2 0.0 0.11
H -0.62061 3.86639 -0.66475 0.3 0.5 0.1 0.42
C 4.93148 7.15637 2.02258 -0.9 0.2 0.5 -1.37
C 4.97493 5.62553 1.85533 0.5 1.2 0.1 0.68
C 3.83672 5.18061 0.89675 1.0 -0.5 -0.8 -0.85
O 2.51107 5.33149 1.28741 -0.6 1.2 0.7 -0.32
C 2.06107 4.51130 2.33614 0.6 0.2 -0.2 0.22
N 6.33660 5.20581 1.42175 -1.0 -0.4 -0.7 -0.78
H 4.52821 7.69606 1.16572 0.2 -0.2 -0.3 0.28
H 5.88856 7.60838 2.28291 0.1 -0.2 0.0 0.42
H 4.23255 7.40520 2.82113 0.0 0.1 0.2 0.32
H 4.83919 5.18241 2.84190 -0.2 -0.2 0.0 0.22
H 4.03224 4.15738 0.57604 0.1 -0.5 0.2 0.24
H 3.81941 5.75733 -0.02801 0.7 0.3 0.0 0.48
H 2.71731 4.58411 3.20340 0.2 -0.3 0.1 0.34
H 2.06556 3.51195 1.90094 -0.4 -0.5 0.8 -0.05
H 1.09226 4.87658 2.67684 -0.1 -0.3 -0.4 -0.29
H 6.48874 5.60314 0.50574 0.0 -0.1 -0.5 0.25
H 7.04361 5.67339 1.97094 -0.1 0.0 0.5 0.26
C -3.17732 5.38230 6.21822 0.6 -1.8 -1.5 -1.08
C -1.91377 6.01193 5.51243 -1.5 -0.2 1.9 0.38
C -1.71055 5.58890 4.04469 -0.2 0.2 -0.5 0.02
O -2.07137 4.30610 3.63867 -1.9 -0.5 0.0 -0.40
C -1.25320 3.23108 3.85544 0.9 -1.1 -0.3 0.57
N -2.24879 7.42703 5.66978 1.1 1.0 -1.4 -0.78
H -3.25932 5.49103 7.29968 0.4 0.3 -0.1 0.41
H -3.28826 4.32647 5.97119 0.2 -0.4 0.3 0.10
H -4.06352 5.80303 5.74311 0.0 0.3 0.1 0.34
H -0.99318 5.87954 6.08083 0.0 -0.4 0.1 0.28
H -0.69290 5.65616 3.66003 0.3 1.1 0.5 -0.31
H -2.39037 6.17457 3.42587 0.3 0.6 0.0 0.22
H -1.42686 2.69022 4.78572 0.2 0.5 0.4 0.25
H -0.20164 3.45631 3.67768 0.4 0.3 0.6 0.10
H -1.42539 2.46796 3.09642 -0.5 0.1 -0.3 -0.66
H -2.34440 7.63116 6.65431 0.0 0.1 0.0 0.29
H -3.15897 7.53305 5.24501 -0.1 0.5 0.1 0.30
C -5.03395 -5.64145 -0.27385 1.0 -0.8 -0.6 -1.39
C -3.57986 -5.31260 -0.73327 -1.9 0.2 0.1 1.28
C -2.78059 -6.47590 -1.38454 0.3 1.2 -0.1 -0.84
O -1.55070 -5.90785 -1.96772 -0.1 -0.8 0.9 -0.26
C -0.38783 -6.80114 -2.11392 -1.6 0.6 -0.3 -0.78
N -3.76371 -4.08652 -1.58148 2.2 -0.8 0.7 -0.14
H -5.06574 -6.36822 0.53788 -0.1 -0.2 -0.1 0.40
H -5.49387 -6.03087 -1.18210 -0.6 -0.2 0.2 0.40
H -5.56868 -4.75018 0.05446 0.3 0.1 -0.2 0.07
H -3.05817 -5.06914 0.19230 0.4 0.6 -0.3 -0.51
H -3.37308 -6.94625 -2.16928 0.0 -0.1 -0.2 0.28
H -2.61987 -7.20208 -0.58771 0.5 -0.2 -0.1 0.46
H 0.24641 -6.85909 -1.22934 -0.3 -0.1 0.3 0.19
H 0.22741 -6.39710 -2.91786 -0.2 0.1 0.0 0.19
H -0.78819 -7.76059 -2.44146 0.4 -0.3 0.2 0.49
H -2.77833 -3.97769 -1.77454 0.6 1.2 -0.2 -0.14
H -4.03007 -4.29489 -2.53318 -0.9 -0.7 -0.2 0.28
C 1.94810 -0.66426 4.89139 -2.1 1.3 1.2 -1.22
C 2.48415 -1.77045 4.12088 -1.6 -0.5 -3.5 0.45
C 2.21825 -1.57658 2.55627 0.1 1.5 1.8 0.78
O 2.83602 -0.33929 2.26271 -1.1 1.0 -2.3 -0.64
C 2.23674 0.26430 1.04471 1.8 -0.6 0.8 -0.09
N 3.84359 -1.82412 4.34122 3.0 -1.1 0.7 -0.62
H 2.26681 -0.82428 5.92140 -0.1 0.3 0.2 0.42
H 0.87162 -0.83259 4.86041 -0.4 0.5 0.4 0.11
H 2.11707 0.37668 4.61572 0.5 -0.3 -0.3 0.25
H 1.83449 -2.59131 4.42458 0.4 -1.0 0.0 0.14
H 1.15108 -1.40734 2.41276 -0.4 -0.6 0.0 -0.30
H 2.62573 -2.31070 1.86119 -0.1 -0.7 0.3 -0.18
H 2.04945 -0.43672 0.23133 0.1 -0.7 0.2 0.01
H 3.06900 0.86488 0.67762 -0.5 0.6 0.0 0.32
H 1.28706 0.78713 1.15809 0.2 0.3 0.7 -0.11
H 4.28725 -2.62953 3.92339 -0.1 -0.2 -0.4 0.19
H 4.02275 -1.96799 5.32474 0.1 0.3 0.3 0.31
C -3.41789 6.55108 -2.73644 -2.9 -0.5 -1.0 -1.55
C -2.07986 5.99337 -2.73406 2.1 0.0 -0.3 1.36
C -1.54900 5.88650 -4.17571 -1.6 1.2 0.7 -1.09
O -0.30988 5.32791 -4.18589 2.2 -1.6 -0.5 -0.10
C 0.36345 5.23978 -5.47340 -1.2 0.0 0.7 -0.81
N -1.20079 6.86966 -1.97074 0.3 -0.3 0.2 -0.74
H -3.56119 7.37864 -3.43121 0.2 0.6 0.6 0.32
H -3.92831 6.64258 -1.77769 0.6 0.7 0.2 0.43
H -4.06904 5.79748 -3.17938 -0.2 -0.3 -0.3 0.41
H -2.15743 4.95826 -2.40146 0.3 -0.3 0.6 -0.28
H -1.49750 6.90246 -4.56721 -0.2 0.3 -0.3 0.43
H -2.34870 5.34556 -4.68163 0.2 -0.4 -0.7 0.32
H 0.39639 6.23920 -5.90719 0.4 0.1 0.0 0.34
H -0.18853 4.60064 -6.16255 -0.3 -0.1 0.0 0.33
H 1.33655 4.76826 -5.33617 0.0 0.4 0.2 0.17
H -0.26814 6.48913 -1.89696 0.2 -0.1 -0.2 0.23
H -1.51997 6.98104 -1.01899 -0.2 0.1 0.1 0.29
C -2.45456 0.23644 4.55180 0.8 0.5 -2.2 -1.27
C -3.22524 -0.12721 3.18888 -1.2 -0.1 4.0 1.98
C -3.08647 -1.57108 2.95276 -0.3 -1.3 -0.4 -0.59
O -1.80599 -1.85488 2.51095 1.6 -0.9 -0.6 0.08
C -1.57968 -3.24153 2.24347 -0.1 0.7 0.0 -0.20
N -4.63472 0.15208 3.51573 -0.3 0.9 -1.2 -0.70
H -1.56174 0.72232 4.15825 0.3 0.0 0.7 -0.14
H -2.09318 -0.59636 5.15508 -0.4 -0.3 -0.2 0.34
H -2.99781 0.95350 5.16728 -0.1 -0.1 -0.2 0.50
H -2.86906 0.37414 2.28895 -0.1 0.6 0.3 -0.82
H -3.81475 -1.86930 2.19860 -0.3 -0.3 -0.2 -0.27
H -3.28927 -2.13717 3.86189 -0.3 -0.1 0.3 0.51
H -1.56018 -3.85167 3.14648 0.0 0.1 0.3 0.35
H -0.61250 -3.34254 1.75109 0.0 0.1 -0.1 -0.16
H -2.36722 -3.63868 1.60304 -0.1 0.0 -0.2 -0.02
H -5.28160 -0.14570 2.79951 -0.1 -0.1 -0.4 0.16
H -5.03948 -0.22282 4.36173 0.9 -0.2 0.3 0.26
C -8.17829 -2.45403 0.38487 -0.2 1.3 0.3 -1.69
C -6.82438 -2.09190 0.94785 1.0 -0.6 -1.9 0.00
C -5.75976 -1.77364 -0.21727 -1.4 -2.1 0.6 -0.15
O -5.97238 -0.59575 -0.93982 -0.5 0.6 0.8 -0.53
C -4.81947 -0.19746 -1.64344 0.0 1.0 1.0 -0.36
N -6.93940 -0.95814 1.82583 -0.3 0.6 0.2 -0.53
H -8.30153 -3.29293 -0.30008 0.3 0.1 0.0 0.33
H -8.40481 -1.48371 -0.05699 -1.0 -0.3 -0.7 0.39
H -8.79666 -2.57144 1.27478 -0.5 -0.3 -0.3 0.41
H -6.53315 -2.97467 1.51706 0.9 0.1 0.1 0.47
H -5.88033 -2.52779 -0.99497 0.2 -0.8 0.4 0.44
H -4.78155 -1.95675 0.22735 0.5 0.8 -0.2 0.11
H -4.38466 -0.95751 -2.29256 -0.2 0.0 -0.2 0.27
H -4.10430 0.09346 -0.87403 0.7 -0.2 -0.1 -0.03
H -5.07519 0.74582 -2.12608 0.0 -0.3 -0.5 0.32
H -7.80000 -1.03865 2.34832 -0.1 -0.4 0.7 0.24
H -7.20344 -0.16762 1.25533 0.5 0.5 -0.5 0.27
C 1.65832 -5.92350 2.55640 0.9 0.0 -0.6 -1.18
C 3.09593 -5.84794 1.96128 -0.5 0.2 1.0 0.28
C 3.05733 -5.24842 0.56178 0.0 -0.6 -1.0 0.10
O 2.79318 -6.27185 -0.45701 -0.3 1.5 0.4 -0.05
C 3.75551 -7.23599 -0.80399 0.0 -0.3 0.5 -0.96
N 3.97102 -5.12913 2.96031 -1.5 0.0 -1.2 -0.47
H 1.63173 -6.46667 3.50105 0.0 0.1 0.0 0.49
H 0.99655 -6.42519 1.85038 -0.1 0.0 0.0 0.27
H 1.32371 -4.89613 2.70013 -0.1 0.0 0.1 0.03
H 3.52479 -6.84501 1.86110 -0.3 -0.3 -0.3 0.37
H 3.92178 -4.61446 0.36448 0.9 -0.5 -0.3 0.25
H 2.27491 -4.51554 0.36475 -0.6 -0.3 0.5 -0.48
H 3.45916 -7.72023 -1.73447 -0.2 0.3 -0.1 0.27
H 3.74013 -8.03464 -0.06236 0.4 -0.1 0.2 0.34
H 4.75896 -6.82922 -0.92947 0.1 0.1 0.1 0.32
H 4.81833 -4.82587 2.50185 0.4 -0.4 0.3 0.25
H 4.10903 -5.84121 3.66316 0.7 0.4 0.3 0.26